(A)
Molecular formula: C2H4O3P
Method: DFT, ωB97M-V/def2-TZVPD

Orbital gap, eV: 6.60
LUMO energy, eV: 4.1274
Charge: -1

Cartesian coordinates (Å):
C -1.75378 0.28180 0.30319
C 0.34899 -0.68867 0.25584
O -2.23959 -0.06956 1.33225
O -1.79182 0.89363 -0.71833
O 1.13803 0.06868 1.15531
P 1.12165 -0.53013 -1.39445
H 0.38407 -1.75346 0.50907
H 0.70548 0.90772 1.36306
H 0.16037 0.24899 -1.92009
H 1.92660 0.64100 -0.88586

=====

(B)
Molecular formula: C2H4O3P
Method: DFT, ωB97M-V/def2-TZVPD

Orbital gap, eV: 8.85
SMILES: O=[PH2]CC(=O)[O-]
LUMO energy, eV: 4.2281
Charge: -1

Cartesian coordinates (Å):
O -0.21359 2.12335 1.27187
P -0.64372 1.04629 0.35942
C 0.64177 -0.35652 0.33291
C 0.30714 -1.23563 -0.88148
O 1.21587 -1.86270 -1.45591
O -0.91595 -1.15285 -1.18015
H -0.81440 1.44860 -0.90218
H -1.82480 0.76429 0.91881
H 0.53263 -0.91088 1.26089
H 1.71507 0.13604 0.27583

=====

Most stable structure - (B); separation to the second - 2.614 eV.